Molecular formula: C9H11O3S
Method: DFT, ωB97M-V with the def2-TZVPD basis set

Properties
total charge = -1
F_max = 3.816 eV/Å
energy = -26483.163 eV
energy above the lowest of the compared OMol25 structures with the same formula, charge and spin = 121.7 kcal/mol

Last column: natural (NBO) charge in e.
Element x y z (Å)
1 H -0.9525 3.3771 2.4747  0.192
2 C -0.9669 2.2824 2.4707  -0.193
3 H 2.5114 -1.2990 -4.1020  0.252
4 C -1.1721 -2.1681 1.1415  -0.743
5 C -1.0776 0.3699 0.7909  -0.369
6 H 3.7145 0.3118 -4.4608  0.211
7 H 3.9766 -0.9566 -3.1602  0.181
8 H -0.8736 0.3243 -0.2139  0.270
9 H -0.3321 -0.3435 4.7279  0.185
10 C -0.7841 1.6648 3.7887  -0.370
11 H -0.9215 -2.1514 0.1218  0.286
12 C -1.0448 -0.7634 1.4110  0.282
13 H -1.1771 2.4175 0.5189  0.199
14 O -1.2813 -0.9216 -2.4341  -0.750
15 H -1.0292 2.3191 4.6027  0.180
16 C -0.3242 -0.7123 -3.1293  0.958
17 C -1.0694 1.7106 1.2882  -0.182
18 C 3.1242 -0.4161 -3.7158  -0.805
19 H -2.1606 -2.5218 1.5027  0.236
20 C -0.5989 0.3996 4.0050  -0.214
21 S 2.0057 0.6031 -2.6607  0.477
22 H -0.2900 -2.6021 1.5302  0.232
23 O 0.8296 -0.4449 -2.2185  -0.783
24 O -0.1061 -0.4793 -4.2795  -0.733

Force components x, y, z for each atom (eV/Å):
-0.16 -0.34 0.05
0.22 0.36 1.15
0.67 1.74 -0.31
-0.23 0.82 1.42
0.54 0.03 1.83
-1.80 -1.81 1.14
-1.18 0.99 -0.25
-0.23 -0.45 -2.96
-0.29 0.30 0.55
-0.84 0.31 -0.14
-0.70 -0.54 -2.23
-0.05 1.69 2.96
-0.05 0.78 -1.16
-2.04 -1.38 1.12
0.49 0.69 0.76
0.66 1.98 1.05
-0.07 0.48 -0.05
1.60 -0.48 -0.11
0.89 -0.33 -0.63
0.02 -2.50 -2.89
0.40 -0.60 -0.55
0.49 -1.29 1.12
1.23 -0.11 0.72
0.44 -0.34 -2.60



Molecular formula: C23H28Cl32FNO3S
Method: DFT, ωB97M-V with the def2-TZVPD basis set

Properties
total charge = 0
F_max = 8.603 eV/Å
energy = -446196.539 eV

Last column: Löwdin charge in e.
Element x y z (Å)
1 Cl -1.7607 -4.1721 4.6649  0.469
2 H -1.7833 2.6373 -1.5085  0.113
3 Cl 0.9898 -2.5429 11.8919  0.513
4 N 2.4177 2.7433 -1.1936  0.047
5 C -5.2346 6.9358 -4.1146  -2.009
6 C -1.4867 2.6309 -0.3544  -0.112
7 H 0.4355 0.2685 -3.4174  0.125
8 C 1.0352 2.0811 -1.3600  -0.211
9 Cl -4.5017 5.8474 -2.9093  0.513
10 Cl -0.9664 0.5383 -8.5053  0.527
11 C 1.7129 -7.5037 3.8590  -1.948
12 C 2.1966 4.2153 -0.9198  -0.200
13 C 1.8422 -2.3142 10.3441  -2.011
14 S -4.1430 -0.7622 0.3352  0.585
15 C 0.8689 5.1201 1.1803  -0.190
16 C -2.2487 3.7681 -4.7562  -0.118
17 Cl 5.1449 -9.0627 7.1737  0.508
18 C 0.0679 -3.6840 0.9434  -1.979
19 H -1.3023 4.4904 -4.8281  0.096
20 H -0.4168 1.2263 3.1373  0.083
21 Cl 0.3931 -6.4481 3.2949  0.458
22 H 1.9129 4.8026 3.1852  0.088
23 C 0.1328 2.6816 -0.0862  -0.218
24 H 3.1408 2.4740 -1.8963  0.137
25 H 0.6749 1.4351 -4.8786  0.053
26 H -0.0549 5.0287 1.8947  0.141
27 Cl -3.2054 -5.3526 6.8975  0.522
28 H -0.9923 2.2788 -6.0013  0.097
29 H 0.5359 0.6138 0.9319  0.104
30 C 2.2249 4.7971 2.0435  -0.061
31 C 0.0921 1.3260 -3.8432  -0.224
32 H 1.0063 0.9108 -1.4040  0.142
33 F 0.9531 6.5828 0.8117  -0.101
34 Cl 0.3169 -2.5967 -0.4460  0.515
35 H 0.9989 2.4719 3.3741  0.080
36 H -2.5964 3.7495 -3.6243  0.053
37 O -1.3708 1.4179 -3.9759  -0.246
38 C 0.6432 2.5492 -2.8827  -0.096
39 H -0.1600 3.4016 -2.9350  0.110
40 Cl 0.5911 -6.3893 -9.3331  0.515
41 H -2.7385 1.7007 -5.5901  0.131
42 Cl 2.5056 -10.0716 7.8676  0.494
43 C 2.1076 -5.4665 -9.4853  -2.004
44 H -2.0087 3.6080 0.0911  0.127
45 Cl -4.0847 7.2053 -5.4485  0.514
46 Cl -6.7239 6.1964 -4.7546  0.510
47 H -1.5957 0.4137 0.5225  0.085
48 H -0.6223 3.0449 2.5972  0.076
49 Cl -1.0607 -3.4505 7.3952  0.496
50 C -1.6173 -4.7713 6.3367  -1.965
51 H 2.7570 3.7888 1.7800  0.082
52 C 0.1314 2.1344 2.6270  -0.126
53 Cl 2.7020 -5.0291 -7.8636  0.508
54 Cl -0.4424 -6.1097 6.3892  0.453
55 Cl 1.6735 -7.6048 5.6374  0.443
56 C 0.6977 4.2520 -0.2000  -0.234
57 Cl 1.5076 -9.1326 3.1669  0.533
58 Cl -0.5612 -1.1004 -6.1355  0.560
59 C -2.2616 1.3542 0.3206  -0.264
60 H -3.0869 0.4265 -1.6077  0.078
61 Cl 1.7646 -3.8201 9.3951  0.485
62 Cl 1.5752 0.6278 -7.0918  0.543
63 Cl -1.4588 -3.2639 1.7601  0.498
64 C -3.5464 0.7976 -0.5935  -0.504
65 Cl 1.8089 -3.9844 -10.4281  0.480
66 Cl 3.5456 -1.8983 10.6600  0.512
67 Cl 3.6013 -7.7737 9.2763  0.503
68 H 1.9295 1.8444 1.2406  0.107
69 Cl 3.2772 -6.8293 3.3369  0.526
70 O -0.1819 5.1615 -1.0055  -0.067
71 Cl 1.4222 -3.5053 2.0874  0.510
72 H 1.6255 2.9679 -3.3863  0.130
73 H -2.7698 1.7643 1.3191  0.120
74 Cl 3.3284 -6.4632 -10.3165  0.516
75 C -1.7775 2.2355 -5.1308  -0.259
76 Cl 1.0686 -0.9953 9.4293  0.505
77 Cl -5.6283 8.4943 -3.3458  0.514
78 H -0.9747 5.4526 -0.4377  0.122
79 H -4.4059 1.5844 -0.7012  0.097
80 Cl 0.8352 -1.7441 -8.6056  0.479
81 H -3.0287 -1.5964 0.6268  -0.205
82 H -3.1007 4.1907 -5.4416  0.066
83 C 0.2207 -0.4196 -7.5845  -1.975
84 Cl 4.7278 -10.4206 9.7129  0.515
85 Cl -0.0085 -5.3699 0.3721  0.510
86 O 3.0289 5.2449 -1.1586  -0.019
87 C 3.9949 -9.3322 8.5076  -2.014
88 H 2.9823 5.7033 1.9080  0.111
89 C 0.7614 1.7634 1.1596  -0.173

Force components x, y, z for each atom (eV/Å):
0.07 -0.20 0.62
1.15 0.02 2.36
0.21 0.06 -0.39
-1.12 2.49 0.81
-0.02 0.05 0.00
-0.81 -0.01 0.06
-1.15 2.14 -0.74
-0.40 0.87 -1.64
-0.21 0.30 -0.25
0.29 -0.21 0.21
-0.15 0.09 -0.07
2.79 1.64 -1.39
0.04 -0.06 0.04
0.08 0.10 -0.15
1.07 0.38 0.63
1.12 -0.10 0.85
-0.30 -0.06 0.31
0.20 -0.14 -0.02
-2.15 -1.44 0.21
1.05 1.80 -1.17
0.50 -0.69 0.30
0.77 -0.17 -2.35
1.93 -0.14 -1.66
-0.91 0.64 0.90
-1.74 -0.25 2.16
1.57 0.25 -1.66
0.30 0.15 -0.13
-1.19 -0.28 1.89
0.41 2.59 0.33
-0.16 0.95 0.68
1.37 0.77 0.14
0.63 2.18 0.60
-0.31 -3.15 0.84
-0.10 -0.18 0.30
-1.89 -0.79 -1.67
0.58 0.14 -2.43
1.72 0.62 -1.58
-0.49 -0.38 -0.91
1.61 -1.55 0.32
0.38 0.26 -0.04
2.08 0.96 1.07
0.37 0.11 0.23
0.01 -0.10 0.06
1.28 -2.08 -0.88
-0.28 -0.07 0.33
0.37 0.17 0.16
-1.14 2.01 -0.30
1.45 -1.99 -0.09
-0.19 -0.28 -0.32
-0.17 -0.04 0.29
-1.16 1.99 0.38
0.25 0.38 0.90
-0.15 -0.09 -0.41
-1.14 1.14 0.28
1.05 -0.73 -0.69
-0.09 2.30 0.93
0.06 0.40 0.19
0.17 0.18 -0.40
-1.37 0.64 0.20
-1.25 1.05 1.72
0.08 0.36 0.27
-0.16 -0.25 -0.32
0.36 -0.05 -0.37
2.70 -0.36 0.26
0.16 -0.51 0.02
-0.42 -0.09 -0.08
0.07 -0.34 -0.20
-2.40 0.04 -0.56
-0.38 -0.15 0.15
-0.32 -1.57 1.36
-0.34 0.14 -0.35
-2.02 -0.82 1.03
1.40 -1.31 -1.91
-0.31 0.27 0.20
-1.82 0.36 -1.27
0.16 -0.32 0.19
0.10 -0.40 -0.20
2.00 -0.74 -1.04
1.56 -1.84 0.25
-0.23 0.51 0.42
-0.88 1.65 -0.83
1.68 -1.04 1.30
-0.08 -0.14 -0.01
-0.19 0.28 -0.30
-0.08 0.63 -0.19
-5.15 -6.72 1.53
0.03 -0.03 0.00
-1.68 -2.08 0.04
-0.74 -0.13 0.64



Molecular formula: C19H27Cl2N3O4S
Method: DFT, ωB97M-V with the def2-TZVPD basis set

Properties
total charge = 0
F_max = 1.041 eV/Å
energy = -68681.187 eV
energy above the lowest of the compared OMol25 structures with the same formula, charge and spin = 1.4 kcal/mol
SMILES = O=C(NCCCN1CCOCC1)C1CCN(S(=O)(=O)c2c(Cl)cccc2Cl)CC1

Last column: natural (NBO) charge in e.
Element x y z (Å)
1 H 0.2290 -1.8459 0.4533  0.225
2 C -0.4640 1.9559 2.7739  -0.322
3 C -0.0421 3.4410 5.0927  -0.157
4 H -2.0923 2.9915 5.5604  0.238
5 O -0.7495 1.2650 -4.4092  -0.629
6 C -2.9502 1.0769 -0.2088  -0.235
7 C 0.9844 3.2830 4.1803  -0.240
8 C 1.4611 -0.1495 -3.3217  -0.219
9 H 2.4607 0.2932 -3.2457  0.186
10 H 3.1930 -4.0005 -1.4918  0.201
11 C -1.2822 2.8728 4.8599  -0.236
12 C -1.6396 3.0791 0.0244  -0.229
13 Cl 2.0719 2.3799 1.9173  0.065
14 O -1.3892 -0.3058 1.7822  -0.929
15 C 0.4710 -2.8040 -0.0100  -0.263
16 H 2.0079 -2.2273 -3.4217  0.208
17 H 3.2165 -1.5681 -1.4651  0.192
18 H -1.0064 3.6102 0.7405  0.213
19 Cl -3.0216 1.4438 3.4168  0.072
20 H -0.2735 -3.0217 -0.7965  0.162
21 C -0.5658 1.2399 -3.2100  0.698
22 C -2.2052 0.6369 -1.4632  -0.410
23 O 0.7489 -5.1619 0.4993  -0.525
24 C -0.8784 2.8495 -1.2832  -0.426
25 H 1.9528 3.7246 4.3486  0.238
26 H -2.8853 0.1204 -2.1427  0.228
27 H 1.4956 -4.3060 -1.9599  0.168
28 S -0.8439 0.9333 1.3285  2.321
29 H 0.1271 2.5173 -1.0318  0.229
30 H 1.8248 -0.7364 -0.7603  0.202
31 H 0.4392 -1.9146 -2.6726  0.205
32 H -3.8134 1.7038 -0.4483  0.207
33 C 2.1656 -4.0412 -1.1236  -0.252
34 C 2.0479 -5.1176 -0.0421  -0.069
35 H 0.1249 4.0129 5.9920  0.228
36 H -0.7872 3.7987 -1.8143  0.223
37 H 1.1584 -0.1612 -4.3717  0.237
38 C -1.4867 2.1346 3.7018  -0.021
39 C 0.3964 -3.9091 1.0430  -0.069
40 H -1.4375 -0.0742 -1.1510  0.211
41 H 1.0750 -3.6597 1.8719  0.164
42 O 0.3111 0.8309 0.4767  -0.969
43 H 0.5598 0.6533 -1.6129  0.419
44 C -1.5668 1.8269 -2.2036  -0.316
45 C 2.1284 -1.6075 -1.3464  -0.210
46 H -2.3498 2.3354 -2.7750  0.227
47 H 2.7762 -4.9039 0.7549  0.163
48 N 1.8252 -2.7629 -0.5303  -0.446
49 C 1.4713 -1.5646 -2.7409  -0.434
50 H -2.5397 3.6771 -0.1476  0.210
51 N -2.0712 1.8474 0.6529  -0.673
52 H -0.6205 -4.0114 1.4240  0.193
53 H 2.2409 -6.1089 -0.4568  0.189
54 N 0.5067 0.6779 -2.6224  -0.650
55 H -3.2829 0.2097 0.3636  0.237
56 C 0.7731 2.5410 3.0223  -0.028

Force components x, y, z for each atom (eV/Å):
-0.02 -0.04 -0.03
-0.15 -0.31 -0.57
-0.02 -0.07 -0.13
-0.09 0.00 0.05
-0.11 -0.04 -0.43
-0.16 -0.66 -0.19
-0.06 -0.13 -0.17
0.02 -0.26 -0.24
-0.02 -0.02 -0.11
0.02 -0.04 -0.05
-0.01 -0.11 -0.20
0.48 0.44 -0.24
0.62 0.27 0.03
-0.24 -0.14 0.02
0.03 -0.21 0.26
-0.03 -0.06 -0.02
-0.02 0.13 -0.01
-0.07 0.19 -0.10
-0.75 0.01 0.63
-0.01 0.05 0.04
-0.44 0.45 0.28
-0.25 0.14 0.10
-0.11 -0.12 -0.05
-0.06 0.07 0.09
0.10 0.03 -0.01
0.05 -0.06 -0.01
0.06 0.01 -0.01
-0.13 0.42 0.18
-0.08 0.16 -0.08
0.10 0.03 -0.02
-0.04 -0.05 -0.07
0.04 0.02 0.10
-0.03 -0.17 0.31
0.25 0.01 -0.31
0.02 0.06 0.08
0.04 0.00 -0.01
0.13 0.05 0.13
0.14 0.17 0.22
-0.20 0.36 -0.03
-0.08 -0.07 -0.12
-0.06 0.01 -0.04
-0.09 0.19 0.05
-0.15 0.11 -0.10
0.14 -0.15 -0.14
-0.10 -0.03 -0.23
0.14 -0.10 -0.04
-0.02 -0.03 -0.08
-0.01 -0.10 0.08
0.16 0.16 0.15
0.04 -0.03 0.12
0.75 -0.53 0.49
0.05 0.04 0.02
0.05 0.06 0.02
0.49 -0.20 0.36
-0.18 0.06 -0.13
-0.07 0.06 0.14